(1)
12
Properties=species:S:1:pos:R:3:lowdin_charge:R:1 method="wB97M-V/def2-TZVPD" charge=+1 e_tot_ha=-326.844019 lumo_energy_ev="-5.866 / -6.644" homo_ha="-0.56807 / -0.55695" orbital_gap_ha="0.3525 / 0.3128"
C 2.19 -0.28 -0.03 -0.007
C 0.04 0.70 0.38 -0.107
C -0.41 -0.60 -0.23 -0.321
N 1.46 0.73 0.12 0.113
N 0.25 -1.64 0.35 0.213
F 3.46 -0.36 -0.05 0.234
H -0.44 1.57 -0.16 0.170
H -0.15 0.64 1.43 0.145
H -1.33 -0.82 0.28 0.153
H -0.62 -0.65 -1.36 0.169
H 1.67 1.67 0.06 0.152
H 0.30 -2.39 -0.32 0.085

(2)
13
Properties=species:S:1:pos:R:3:lowdin_charge:R:1 method="wB97M-V/def2-TZVPD" charge=0 e_tot_ha=-381.884626 lumo_energy_ev="0.744 / 0.744" homo_ha="-0.30428 / -0.30426" orbital_gap_ha="0.3316 / 0.3316"
C -0.25 -0.22 2.10 -0.286
C -0.40 0.87 -0.83 -0.071
C 0.08 -0.53 -0.73 -0.064
N -1.36 0.21 1.88 0.139
N 2.02 -1.84 -0.50 0.056
N 1.07 -1.09 -0.44 -0.155
F 0.01 -1.57 2.45 -0.026
H 0.23 1.30 -1.54 0.061
H -1.36 0.87 -1.13 0.030
H -0.23 1.39 0.16 0.077
H 0.53 0.46 1.94 0.105
H -2.16 -0.37 2.09 0.087
H 2.11 -2.69 0.00 0.047

(3)
14
Properties=species:S:1:pos:R:3:lowdin_charge:R:1 method="wB97M-V/def2-TZVPD" charge=+1 e_tot_ha=-436.323329 lumo_energy_ev="-5.939 / -5.936" homo_ha="-0.54605 / -0.54604" orbital_gap_ha="0.3278 / 0.3279"
C 0.50 -1.58 -0.07 -0.036
C -0.63 0.60 -0.03 -0.324
C -0.76 -0.85 -0.42 -0.035
N 1.56 -1.03 0.31 0.110
N 0.52 1.09 0.36 0.111
N -1.68 1.40 -0.05 0.228
N 1.58 0.33 0.41 -0.202
F 2.60 0.80 -0.54 -0.001
H 0.52 -2.66 -0.14 0.144
H -0.91 -0.94 -1.50 0.158
H -1.62 -1.32 0.05 0.146
H -2.59 1.09 -0.35 0.142
H -1.54 2.36 0.21 0.146
H 2.45 0.73 1.75 0.411

(4)
13
Properties=species:S:1:pos:R:3:lowdin_charge:R:1 method="wB97M-V/def2-TZVPD" charge=0 e_tot_ha=-422.814522 lumo_energy_ev=0.065 homo_ha=-0.38303 smiles="CON(F)C(C)=O" orbital_gap_ha=0.3854
C 0.11 -0.75 -0.72 -0.537
C 1.44 -1.24 -1.18 0.007
C -1.50 1.40 1.00 -0.160
N 0.22 -0.36 0.58 0.065
O -0.95 -0.78 -1.28 0.113
O -1.00 0.23 1.53 -0.058
F 1.43 0.23 1.02 -0.008
H 1.34 -1.66 -2.18 0.090
H 1.67 -1.92 -0.43 0.057
H 2.32 -0.43 -1.23 0.145
H -1.84 1.29 0.01 0.056
H -0.82 2.28 1.24 0.102
H -2.40 1.72 1.65 0.125

(5)
13
Properties=species:S:1:pos:R:3:lowdin_charge:R:1 method="wB97M-V/def2-TZVPD" charge=0 e_tot_ha=-422.921228 lumo_energy_ev=0.504 homo_ha=-0.27548 orbital_gap_ha=0.2940
C -2.80 -2.49 0.04 -0.451
C 1.81 0.04 -0.39 -0.144
C 0.60 0.22 0.54 -0.264
N 0.05 1.74 0.36 0.102
O -2.54 -3.03 -0.93 0.220
O -3.10 -1.95 1.01 0.194
F -0.51 -0.42 -0.28 -0.215
H 1.73 -0.03 -1.39 0.018
H 2.29 -0.85 0.01 0.059
H 2.53 0.82 -0.04 0.079
H -0.91 1.50 0.24 0.103
H 0.67 2.21 -0.43 0.182
H 0.18 2.24 1.24 0.115

(6)
14
Properties=species:S:1:pos:R:3:lowdin_charge:R:1 method="wB97M-V/def2-TZVPD" charge=0 e_tot_ha=-498.010706 lumo_energy_ev="-0.910 / -1.258" homo_ha="-0.34447 / -0.34616" orbital_gap_ha="0.3110 / 0.2999"
C -1.23 0.17 1.42 0.174
C 0.53 0.56 -1.10 -0.189
C 0.68 -0.37 0.01 -0.279
N 0.18 -1.65 -0.34 -0.410
O -0.64 -1.74 -1.18 0.078
O 0.54 -2.58 0.39 0.076
O 0.11 1.86 -0.68 -0.067
F 1.67 -0.12 0.83 0.144
H -0.74 -0.26 2.30 0.034
H -2.01 -0.37 0.87 0.047
H -1.11 1.24 1.46 0.017
H -0.30 0.15 -1.68 0.125
H 1.45 0.63 -1.66 0.136
H 0.87 2.49 -0.65 0.115

(7)
12
Properties=species:S:1:pos:R:3:lowdin_charge:R:1 method="wB97M-V/def2-TZVPD" charge=0 e_tot_ha=-670.600537 lumo_energy_ev=0.772 homo_ha=-0.31763 smiles="FCCNC=S" orbital_gap_ha=0.3460
C 1.87 -0.52 0.51 -0.130
C 0.73 -0.60 -0.50 -0.237
C -1.26 0.66 0.17 -0.919
H 2.19 -1.69 0.75 0.149
H 1.42 -0.26 1.55 0.139
H -0.01 -1.43 -0.05 0.128
H 0.72 -0.78 -1.57 0.117
H 0.61 1.64 -0.25 0.197
H -1.48 1.80 0.66 0.115
N 0.09 0.66 -0.19 -0.142
F 2.99 0.34 -0.11 -0.140
S -2.44 -0.26 0.02 0.721

(8)
14
Properties=species:S:1:pos:R:3:lowdin_charge:R:1 method="wB97M-V/def2-TZVPD" charge=-1 e_tot_ha=-841.634886 lumo_energy_ev="3.716 / 3.589" homo_ha="-0.13700 / -0.14462" orbital_gap_ha="0.2736 / 0.2765"
C 0.37 -0.60 0.46 -0.027
C 0.48 0.88 -1.60 -0.101
C 0.19 0.82 -0.18 -0.300
O -3.50 -0.27 1.62 -0.469
O -3.85 -0.50 -0.76 -0.465
O -2.12 1.04 0.07 -0.439
F 0.93 1.80 0.57 -0.082
S -3.41 0.40 0.31 0.493
H 0.60 -1.15 -0.46 0.058
H -0.51 -0.94 0.90 0.033
H 1.20 -0.70 1.17 0.072
H 1.14 0.11 -1.98 0.063
H 0.96 1.81 -1.89 0.074
H -0.42 0.81 -2.24 0.091

(9)
16
Properties=species:S:1:pos:R:3:lowdin_charge:R:1 method="wB97M-V/def2-TZVPD" charge=-1 e_tot_ha=-1315.073963 lumo_energy_ev=3.448 homo_ha=-0.16357 orbital_gap_ha=0.2903
C -0.06 -1.62 1.28 -0.139
C 0.68 1.41 -1.50 -0.142
C -0.38 -0.74 0.22 -0.454
O -1.95 1.04 -1.07 -0.549
O -2.32 0.29 1.28 -0.521
O 0.62 1.55 1.18 -0.313
O 2.13 -0.06 0.23 -0.358
F 0.26 -1.69 -1.24 -0.313
S -2.11 -0.11 -0.13 0.695
S 0.86 0.64 0.10 0.607
H -0.42 -0.93 2.13 0.124
H -0.47 -2.65 1.32 0.095
H 1.09 -1.80 1.30 0.113
H 1.22 0.74 -2.22 0.084
H -0.39 1.59 -1.54 0.007
H 1.23 2.34 -1.34 0.063

(10)
13
Properties=species:S:1:pos:R:3:lowdin_charge:R:1 method="wB97M-V/def2-TZVPD" multiplicity=2 charge=+1 e_tot_ha=-496.706817 lumo_energy_ev="-4.359 / -8.572" s2=0.7516 homo_ha="-0.55394 / -0.56467" orbital_gap_ha="0.3937 / 0.2497"
H 1.69 -1.46 0.27 0.081
O -0.12 1.79 -1.09 0.205
C 0.27 0.75 -0.64 -0.589
O -0.60 -0.18 -0.17 -0.270
Hg -0.75 -1.61 1.57 1.126
O 1.52 0.53 -0.33 0.043
C 1.94 -0.45 0.61 -0.065
H 1.53 -0.23 1.61 0.073
H 3.03 -0.37 0.67 0.121
C -1.97 0.01 -0.61 -0.032
H -2.54 -0.82 -0.16 0.064
H -2.39 0.95 -0.27 0.118
H -1.98 -0.03 -1.70 0.123

(11)
13
Properties=species:S:1:pos:R:3:lowdin_charge:R:1 method="wB97M-V/def2-TZVPD" charge=+1 e_tot_ha=-842.969551 lumo_energy_ev=-4.497 homo_ha=-0.50543 smiles="[NH3+][C@H](I)[C@H](I)C=O" orbital_gap_ha=0.3402
C -0.24 -2.63 0.03 -0.235
C -0.39 -0.96 -0.53 -0.780
C 0.43 -0.23 0.36 -0.792
N 0.07 1.28 0.70 0.100
O 0.34 -2.93 1.02 0.072
I -2.44 -0.43 -0.19 1.048
I 2.59 -0.53 -0.20 0.898
H -0.85 -3.28 -0.57 0.117
H -0.07 -1.16 -1.60 0.101
H 0.30 -0.74 1.33 0.091
H -1.04 1.40 0.61 0.065
H 0.26 1.41 1.69 0.140
H 0.55 2.02 0.12 0.174

(12)
13
Properties=species:S:1:pos:R:3:lowdin_charge:R:1 method="wB97M-V/def2-TZVPD" charge=+1 e_tot_ha=-1165.911397 lumo_energy_ev=-6.072 homo_ha=-0.50175 orbital_gap_ha=0.2786
C 1.25 -0.44 -0.24 -0.353
C 0.57 -0.10 1.09 -0.410
C -2.18 0.12 0.50 -1.650
N 0.55 0.18 -1.29 -0.024
S -1.07 -0.90 1.22 0.889
I -2.12 2.19 0.26 0.986
I -3.78 -0.86 -0.35 0.979
H 2.32 0.00 -0.21 0.162
H 1.19 -1.47 -0.55 0.118
H 1.14 -0.44 1.94 0.085
H 0.31 0.98 1.17 0.037
H 0.86 1.09 -1.43 0.048
H 0.96 -0.37 -2.11 0.133

(13)
12
Properties=species:S:1:pos:R:3:lowdin_charge:R:1 method="wB97M-V/def2-TZVPD" charge=0 e_tot_ha=-1111.442337 lumo_energy_ev=-0.839 homo_ha=-0.32572 orbital_gap_ha=0.2949
C -0.23 -0.28 1.19 -0.309
C 0.13 -0.07 -1.33 -0.102
C -0.20 -1.12 -0.07 -1.375
S 1.08 -2.42 0.13 0.169
I -1.94 -2.27 -0.09 0.914
I 3.22 -1.23 0.26 0.393
H 0.23 -0.92 2.07 0.099
H -1.26 0.02 1.40 0.030
H 0.27 0.77 1.08 0.105
H 0.11 -0.65 -2.22 0.059
H 1.10 0.13 -1.22 -0.051
H -0.58 0.69 -1.10 0.068

(14)
11
Properties=species:S:1:pos:R:3:lowdin_charge:R:1 method="wB97M-V/def2-TZVPD" charge=0 e_tot_ha=-470.263993 lumo_energy_ev=0.485 homo_ha=-0.32865 orbital_gap_ha=0.3465
C 0.07 -0.43 0.26 -0.764
C -1.69 -1.25 0.25 -0.011
C 1.23 1.47 -0.47 -0.170
N 0.10 0.65 -0.38 -0.131
I 1.53 -1.51 1.29 0.789
H -1.63 -1.55 1.28 0.010
H -2.29 -0.47 -0.26 0.049
H -1.53 -1.98 -0.54 0.022
H 2.11 0.84 -0.17 0.043
H 0.98 2.30 0.18 0.080
H 1.10 1.94 -1.44 0.082

(15)
12
Properties=species:S:1:pos:R:3:lowdin_charge:R:1 method="wB97M-V/def2-TZVPD" charge=+1 e_tot_ha=-524.818089 lumo_energy_ev="-5.433 / -5.433" homo_ha="-0.47946 / -0.47944" smiles="I[C@H]1CNC=[NH+]1" orbital_gap_ha="0.2798 / 0.2798"
C 1.33 0.04 -0.24 -0.026
C -0.71 -0.63 0.37 -0.121
C -0.79 0.72 -0.34 -0.354
N 0.69 -0.94 0.36 0.114
N 0.52 1.00 -0.59 0.076
I -2.20 0.78 -2.55 0.420
H 2.34 0.21 -0.47 0.167
H -1.02 -0.51 1.41 0.156
H -1.13 -1.44 -0.04 0.092
H -1.48 1.51 0.06 0.106
H 0.92 -1.95 0.44 0.210
H 0.82 1.85 -0.97 0.160

(16)
12
Properties=species:S:1:pos:R:3:lowdin_charge:R:1 method="wB97M-V/def2-TZVPD" charge=+1 e_tot_ha=-524.770389 lumo_energy_ev=-5.685 homo_ha=-0.51999 smiles="NCC=[N+]=CI" orbital_gap_ha=0.3111
C -0.92 0.47 -0.56 0.044
C 0.28 0.76 0.24 -0.212
C -2.91 -0.85 0.18 -0.646
N -1.90 -0.35 -0.28 0.014
N 1.23 -0.29 -0.03 0.049
I -4.71 0.06 0.01 1.035
H -1.04 0.64 -1.58 0.138
H 0.79 1.69 -0.01 0.137
H 0.13 0.70 1.34 0.149
H -2.96 -1.99 0.22 0.116
H 1.45 -0.51 -1.02 0.113
H 1.02 -1.14 0.40 0.064

(17)
13
Properties=species:S:1:pos:R:3:lowdin_charge:R:1 method="wB97M-V/def2-TZVPD" charge=+1 e_tot_ha=-600.054449 lumo_energy_ev=-4.176 homo_ha=-0.50169 orbital_gap_ha=0.3482
C 0.60 -0.67 -0.54 -0.137
C -0.58 0.72 1.97 -0.842
C 0.15 -0.40 -1.94 0.047
N -0.72 0.34 0.74 0.037
N 0.39 0.35 2.83 0.088
O 1.31 -1.26 0.15 0.245
I -2.24 1.64 3.00 0.906
H 0.06 0.72 -2.09 0.142
H 0.80 -1.06 -2.40 0.075
H -0.84 -0.93 -2.07 0.143
H -1.39 0.84 0.13 0.094
H 1.29 -0.22 2.54 0.179
H 0.31 0.49 3.76 0.022

(18)
13
Properties=species:S:1:pos:R:3:lowdin_charge:R:1 method="wB97M-V/def2-TZVPD" charge=+1 e_tot_ha=-600.031153 lumo_energy_ev=-4.911 homo_ha=-0.47011 orbital_gap_ha=0.2896
C -0.15 -0.72 -0.25 -0.423
C 1.64 0.24 0.82 -0.403
C -0.73 0.51 -0.28 -0.373
N 1.17 -0.82 0.09 0.002
N -1.97 0.91 -0.17 0.129
O -0.83 -1.81 -0.64 0.123
I 0.99 2.19 -0.15 1.169
H 2.73 0.27 0.90 0.087
H 1.16 0.34 1.79 0.085
H 1.78 -1.47 -0.39 0.179
H -2.31 1.69 -0.72 0.130
H -2.56 0.59 0.59 0.146
H -0.93 -1.92 -1.59 0.149

(19)
12
Properties=species:S:1:pos:R:3:lowdin_charge:R:1 method="wB97M-V/def2-TZVPD" charge=0 e_tot_ha=-545.435177 lumo_energy_ev=-0.100 homo_ha=-0.29660 orbital_gap_ha=0.2929
C -0.52 -0.44 -1.17 -0.127
C 0.41 0.32 1.14 -0.181
C -0.23 -0.77 0.32 -0.824
N 0.80 -2.50 0.65 -0.132
O 1.67 -2.10 1.36 -0.125
I -1.55 -2.00 1.42 0.927
H -1.04 0.47 -1.02 0.051
H -1.00 -1.23 -1.77 0.080
H 0.52 -0.37 -1.59 0.095
H 0.48 -0.13 2.13 0.045
H 1.43 0.41 0.71 0.089
H 0.03 1.36 1.12 0.102

(20)
13
Properties=species:S:1:pos:R:3:lowdin_charge:R:1 method="wB97M-V/def2-TZVPD" charge=0 e_tot_ha=-620.716296 lumo_energy_ev=-0.079 homo_ha=-0.36104 smiles="O=[N+]([O-])CCCI" orbital_gap_ha=0.3581
C -0.36 -0.26 -0.38 -0.317
C 0.78 0.45 0.41 -0.086
C -1.49 -0.63 0.63 -0.585
N 1.84 0.81 -0.54 -0.454
O 2.63 1.68 -0.27 0.071
O 1.85 0.28 -1.61 0.079
I -3.08 -1.78 -0.49 0.641
H -0.75 0.47 -1.21 0.141
H -0.15 -1.21 -0.91 0.088
H 1.27 -0.28 1.11 0.155
H 0.51 1.49 0.73 0.158
H -1.94 0.30 1.18 0.088
H -1.11 -1.33 1.35 0.021